{
  "formula": "C26H17AuN7O3SSe",
  "method": "wB97M-V/def2-TZVPD",
  "relative_energy_ev": 0.0000,
  "lumo_energy_ha": -0.1488,
  "gap_ev": 7.38,
  "e_homo_ha": -0.420,
  "total_charge": 1,
  "symbols": ["Au", "Se", "N", "C", "C", "C", "C", "C", "N", "C", "C", "N", "C", "C", "C", "C", "C", "N", "H", "H", "H", "H", "H", "H", "O", "C", "O", "C", "C", "C", "C", "S", "C", "C", "H", "H", "H", "H", "H", "N", "C", "O", "C", "C", "C", "N", "C", "C", "H", "H", "H", "H", "H", "H", "N", "C"],
  "positions_angstrom": [[-0.429, 0.322, -0.135], [5.320, -1.559, 5.024], [5.214, -1.202, 3.288], [3.950, -1.012, 3.016], [3.462, -0.684, 1.681], [4.328, -0.547, 0.599], [3.815, -0.227, -0.639], [2.448, -0.040, -0.758], [1.611, -0.171, 0.272], [2.090, -0.494, 1.491], [1.146, -0.644, 2.618], [-0.153, -0.477, 2.352], [-1.031, -0.580, 3.335], [-0.661, -0.872, 4.647], [0.672, -1.062, 4.930], [1.608, -0.948, 3.900], [3.036, -1.136, 4.115], [3.566, -1.427, 5.273], [5.389, -0.693, 0.755], [4.450, -0.109, -1.505], [2.006, 0.231, -1.707], [-2.070, -0.421, 3.071], [-1.415, -0.946, 5.418], [1.015, -1.294, 5.929], [-2.382, 6.239, -4.495], [-2.400, 6.488, -3.168], [-2.877, 7.496, -2.741], [-1.783, 5.445, -2.280], [-2.257, 5.350, -0.977], [-1.730, 4.406, -0.115], [-0.692, 3.581, -0.540], [0.012, 2.454, 0.627], [-0.188, 3.701, -1.830], [-0.745, 4.617, -2.704], [-2.102, 5.334, -4.670], [-3.048, 6.014, -0.659], [-2.126, 4.297, 0.886], [0.645, 3.085, -2.147], [-0.330, 4.715, -3.700], [-2.511, -5.913, -3.131], [-1.613, -5.679, -2.153], [-0.991, -6.552, -1.588], [-1.383, -4.232, -1.753], [-0.537, -4.019, -0.672], [-0.283, -2.731, -0.259], [-0.821, -1.667, -0.871], [-1.641, -1.861, -1.910], [-1.940, -3.127, -2.378], [-2.682, -6.872, -3.386], [-3.071, -5.200, -3.557], [-0.094, -4.868, -0.171], [0.358, -2.529, 0.587], [-2.074, -0.979, -2.361], [-2.605, -3.205, -3.226], [-3.259, 1.283, -0.976], [-2.215, 0.923, -0.653]],
  "lowdin_charge": [0.95, 1.19, -0.22, -0.34, -0.07, 0.04, -0.01, -0.10, -0.06, -0.13, -0.17, 0.05, -0.09, -0.01, 0.03, -0.08, -0.34, -0.21, 0.13, 0.12, 0.12, 0.12, 0.12, 0.13, 0.13, -0.48, 0.15, -0.12, 0.01, -0.09, -0.66, 0.67, -0.11, -0.02, 0.10, 0.13, 0.11, 0.10, 0.12, 0.19, -0.49, 0.09, -0.09, 0.03, -0.09, -0.07, -0.10, 0.02, 0.13, 0.10, 0.13, 0.10, 0.10, 0.12, 0.06, -0.46]
}



{
  "formula": "C4H7NO2",
  "method": "wB97M-V/def2-TZVPD",
  "relative_energy_ev": 1.6676,
  "lumo_energy_ha": 0.0260,
  "gap_ev": 9.89,
  "e_homo_ha": -0.337,
  "smiles": "CO/C=C/C(N)=O",
  "symbols": ["C", "C", "C", "O", "C", "O", "N", "H", "H", "H", "H", "H", "H", "H"],
  "positions_angstrom": [[-1.849, -0.968, 0.811], [0.094, 0.413, -0.524], [-0.896, 1.048, 0.108], [-2.038, 0.405, 0.428], [1.496, 0.811, -0.394], [1.870, 1.806, 0.206], [2.369, -0.099, -0.944], [-1.462, -0.997, 1.837], [-2.826, -1.433, 0.734], [-1.148, -1.545, 0.195], [-0.150, -0.516, -1.025], [-0.855, 2.101, 0.390], [2.058, -1.038, -1.143], [3.335, 0.013, -0.681]],
  "lowdin_charge": [-0.07, -0.04, -0.12, -0.10, -0.56, 0.04, 0.14, 0.10, 0.09, 0.07, 0.10, 0.14, 0.09, 0.10]
}



{
  "formula": "C22H40FIN6O3P2",
  "method": "wB97M-V/def2-TZVPD",
  "lumo_energy_ha": -0.0308,
  "gap_ev": 6.96,
  "e_homo_ha": -0.287,
  "smiles": "CC[C@H](I)[C@@H](O[C@@](N)(c1ccccc1)[C@](N)(N=C=O)N([PH2]=N)[C@@H](C)F)P(CC)CC.CNC(C)=O",
  "symbols": ["C", "C", "C", "I", "C", "O", "C", "N", "C", "C", "C", "C", "C", "C", "C", "N", "N", "C", "O", "N", "P", "N", "C", "C", "F", "P", "C", "C", "C", "C", "H", "H", "H", "H", "H", "H", "H", "H", "H", "H", "H", "H", "H", "H", "H", "H", "H", "H", "H", "H", "H", "H", "H", "H", "H", "H", "H", "H", "H", "H", "H", "H", "H", "C", "C", "O", "N", "C", "H", "H", "H", "H", "H", "H", "H"],
  "positions_angstrom": [[4.302, -0.310, -1.191], [3.091, -1.191, -1.879], [1.895, -1.307, -0.764], [1.436, -3.487, -0.622], [0.552, -0.396, -1.113], [-0.626, -0.928, -0.457], [-1.671, -1.442, -1.332], [-1.220, -2.228, -2.538], [-2.504, -2.543, -0.381], [-3.690, -3.534, -0.926], [-4.461, -4.651, 0.052], [-4.077, -4.828, 1.668], [-2.890, -3.831, 2.223], [-2.115, -2.724, 1.237], [-2.829, -0.308, -1.749], [-3.541, -0.654, -3.057], [-2.234, 1.081, -1.972], [-3.046, 1.864, -2.751], [-4.039, 2.413, -3.503], [-3.824, -0.290, -0.613], [-5.504, -0.040, -1.144], [-6.454, -0.242, 0.186], [-3.416, 0.604, 0.532], [-4.173, 2.056, 0.600], [-3.831, -0.124, 1.790], [0.726, 1.442, -0.485], [1.937, 1.595, 0.968], [1.070, 1.217, 2.347], [1.082, 2.641, -1.919], [2.531, 2.452, -2.658], [5.303, -0.330, -1.831], [4.604, -0.777, -0.135], [4.033, 0.809, -0.978], [2.757, -0.821, -2.937], [3.542, -2.284, -2.041], [2.377, -1.057, 0.279], [0.523, -0.295, -2.275], [-1.982, -2.782, -2.986], [-0.875, -1.596, -3.322], [-4.031, -3.538, -2.045], [-5.298, -5.387, -0.365], [-4.620, -5.642, 2.333], [-2.571, -3.936, 3.367], [-1.288, -2.083, 1.782], [-2.884, -0.678, -3.867], [-3.977, -1.600, -3.029], [-5.746, 1.294, -1.655], [-5.981, -1.046, -2.098], [-6.994, 0.637, 0.382], [-2.262, 0.778, 0.647], [-4.430, 2.541, -0.431], [-5.186, 1.876, 1.204], [-3.502, 2.763, 1.270], [2.230, 2.736, 1.100], [2.919, 0.963, 0.892], [0.012, 1.746, 2.234], [0.830, 0.049, 2.310], [1.613, 1.542, 3.331], [1.033, 3.743, -1.497], [0.246, 2.575, -2.759], [2.795, 1.357, -2.974], [3.393, 2.975, -2.033], [2.470, 3.077, -3.673], [5.348, 2.684, 4.542], [5.055, 2.477, 3.082], [4.342, 3.246, 2.443], [5.607, 1.393, 2.465], [6.464, 0.381, 3.037], [4.839, 3.587, 4.892], [4.980, 1.833, 5.122], [6.423, 2.813, 4.693], [5.365, 1.320, 1.484], [7.407, 0.384, 2.484], [5.976, -0.588, 2.910], [6.663, 0.553, 4.096]],
  "lowdin_charge": [-0.16, -0.31, -0.63, 0.77, -0.47, -0.23, -0.38, 0.05, -0.05, -0.04, -0.05, -0.07, -0.05, 0.00, -0.43, 0.04, 0.13, -0.06, -0.01, -0.17, 0.75, -0.32, -0.28, -0.08, -0.11, 0.99, -0.43, -0.17, -0.43, -0.20, 0.09, 0.09, 0.05, 0.10, 0.07, 0.07, 0.12, 0.08, 0.09, 0.06, 0.08, 0.08, 0.09, 0.09, 0.10, 0.05, 0.01, 0.02, -0.04, 0.14, 0.06, 0.09, 0.10, 0.09, 0.04, 0.07, 0.08, 0.07, 0.09, 0.08, 0.05, 0.09, 0.08, -0.01, -0.54, 0.01, 0.00, -0.08, 0.09, 0.09, 0.09, 0.12, 0.08, 0.08, 0.08]
}



{
  "formula": "C38H34I2O2P2PdS",
  "method": "wB97M-V/def2-TZVPD",
  "relative_energy_ev": 1.1310,
  "lumo_energy_ha": [-0.2737, -0.2756],
  "gap_ev": [5.57, 5.54],
  "e_homo_ha": [-0.478, -0.479],
  "total_charge": 2,
  "symbols": ["Pd", "O", "S", "C", "C", "C", "C", "C", "C", "P", "C", "C", "C", "C", "C", "C", "C", "C", "C", "C", "C", "C", "C", "C", "C", "C", "C", "C", "P", "C", "C", "C", "C", "C", "C", "C", "C", "C", "C", "C", "C", "H", "H", "H", "H", "H", "H", "H", "H", "H", "H", "H", "H", "H", "H", "H", "H", "H", "H", "H", "H", "H", "H", "H", "H", "H", "H", "H", "H", "I", "I", "C", "C", "O", "H", "H", "H", "H", "H", "H"],
  "positions_angstrom": [[1.061, 0.411, -0.330], [1.998, 1.093, 2.721], [0.923, 0.442, 1.965], [0.816, -1.253, 2.455], [1.245, -1.549, 3.744], [1.021, -2.833, 4.216], [0.368, -3.773, 3.422], [-0.026, -3.456, 2.128], [0.235, -2.191, 1.611], [-0.058, -1.750, -0.121], [-1.768, -2.244, -0.406], [-2.157, -3.075, -1.452], [-3.498, -3.425, -1.593], [-4.440, -2.967, -0.685], [-4.052, -2.145, 0.370], [-2.724, -1.776, 0.502], [1.030, -2.821, -1.113], [1.071, -2.592, -2.490], [1.933, -3.316, -3.298], [2.782, -4.262, -2.736], [2.767, -4.478, -1.368], [1.891, -3.762, -0.556], [-0.638, 1.182, 2.360], [-1.165, 1.024, 3.641], [-2.292, 1.751, 3.980], [-2.861, 2.635, 3.064], [-2.309, 2.793, 1.801], [-1.189, 2.048, 1.431], [-0.426, 2.252, -0.198], [-0.014, 3.984, -0.343], [0.901, 4.498, 0.584], [1.249, 5.836, 0.543], [0.692, 6.666, -0.426], [-0.208, 6.159, -1.351], [-0.568, 4.816, -1.315], [-1.617, 1.805, -1.459], [-2.878, 1.291, -1.160], [-3.735, 0.907, -2.185], [-3.340, 1.036, -3.508], [-2.081, 1.539, -3.812], [-1.216, 1.912, -2.797], [1.730, -0.796, 4.355], [1.342, -3.098, 5.216], [0.183, -4.767, 3.811], [-0.502, -4.208, 1.507], [-1.431, -3.462, -2.153], [-3.801, -4.075, -2.406], [-5.478, -3.259, -0.789], [-4.788, -1.800, 1.088], [-2.428, -1.140, 1.334], [0.433, -1.837, -2.940], [1.946, -3.143, -4.367], [3.456, -4.829, -3.368], [3.430, -5.214, -0.929], [1.894, -3.947, 0.510], [-0.704, 0.363, 4.367], [-2.722, 1.644, 4.970], [-3.734, 3.214, 3.345], [-2.746, 3.501, 1.105], [1.342, 3.855, 1.341], [1.953, 6.236, 1.263], [0.963, 7.715, -0.456], [-0.639, 6.812, -2.100], [-1.284, 4.435, -2.031], [-3.204, 1.183, -0.134], [-4.715, 0.511, -1.946], [-4.014, 0.745, -4.305], [-1.777, 1.647, -4.845], [-0.237, 2.305, -3.050], [2.626, 0.988, -2.511], [1.702, 0.339, -4.913], [5.827, -0.402, 0.193], [4.346, -0.583, 0.392], [3.627, 0.683, 0.281], [6.332, -1.371, 0.213], [6.264, 0.209, 0.987], [6.036, 0.072, -0.769], [4.122, -1.026, 1.364], [3.917, -1.220, -0.376], [4.006, 1.307, 0.911]],
  "lowdin_charge": [0.21, -0.36, 0.86, -0.37, -0.05, -0.02, -0.02, -0.05, -0.36, 1.05, -0.35, -0.06, -0.05, -0.06, -0.06, -0.11, -0.38, -0.18, -0.08, -0.05, -0.05, -0.08, -0.36, -0.03, -0.02, -0.02, -0.05, -0.35, 1.02, -0.36, -0.08, -0.05, -0.04, -0.05, -0.06, -0.36, -0.07, -0.05, -0.04, -0.07, -0.15, 0.13, 0.13, 0.13, 0.13, 0.10, 0.12, 0.12, 0.12, 0.10, 0.06, 0.10, 0.12, 0.12, 0.10, 0.12, 0.13, 0.13, 0.13, 0.11, 0.12, 0.12, 0.12, 0.10, 0.10, 0.12, 0.12, 0.11, 0.06, 0.46, 0.27, -0.07, -0.30, -0.28, 0.09, 0.09, 0.08, 0.11, 0.09, 0.09]
}



Calculated largest force on an atom in order - 0.00404 0.01016 0.21395 0.03168 Eh/bohr
Calculated E in order - -4545.163540 -361.819572 -2496.144025 -3422.602244 a.u.